(1)
DFT (ωB97M-V/def2-TZVPD) results for a cluster of 2 separate species, C3H10N2O2 in total.

Structure (XYZ):
```
17
Properties=species:S:1:pos:R:3
C -0.0473 -2.4079 0.6466
N -0.0570 -0.9771 0.4578
O 1.3342 -0.5613 0.2222
H 1.7706 -0.6019 1.0862
H -0.8331 0.4837 0.8649
H -1.0786 -2.7210 0.8252
H 0.3565 -2.9453 -0.2218
H 0.5452 -2.6961 1.5309
C -0.0006 2.2923 0.1094
C -0.8380 0.2919 -0.9914
O -0.0403 0.4756 -2.0488
N -0.9443 1.1830 0.0204
H 0.8379 0.7404 -1.7289
H -1.7040 -0.3194 -1.2121
H -0.2935 2.9128 0.9551
H 1.0287 1.9583 0.2868
H -0.0363 2.8919 -0.8023
```

Output
LUMO level: 0.80 eV
energy relative to the best compared isomer or geometry (same formula, charge and spin): 5.335 eV
largest force on an atom: 1.69 eV/Å
HOMO: -0.28935 hartree
E_tot: -380.14060 a.u.

Here are the Löwdin charges for atoms 1 to 5, given in e: -0.156, -0.229, -0.147, 0.081, 0.136

=====

(2)
DFT (ωB97M-V/def2-TZVPD) results for a cluster of 2 separate species, C3H10N2O2 in total.

Structure (XYZ):
```
17
Properties=species:S:1:pos:R:3
C -1.8192 -0.7033 0.5542
N -0.3694 -0.9323 0.4206
C 0.5145 0.0793 0.6544
N 0.0388 0.9943 1.6353
O 1.6978 0.0972 0.3841
C -2.3118 0.3234 -0.4697
H -2.0790 -0.4959 1.5868
H -2.2789 -1.6619 0.3100
H -0.0651 -1.6517 -0.2302
H 0.7166 1.4836 2.1935
H -0.7377 1.6232 1.4561
H -3.1941 0.9260 -0.2807
H -2.5222 -0.1880 -1.4192
H -1.4763 0.9517 -0.7864
H 2.3663 -0.4205 -1.5696
H 1.6568 0.5786 -2.3828
O 2.2814 -0.1335 -2.4962
```

Output
SMILES string: CCNC(N)=O.O
LUMO level: 0.68 eV
energy relative to the best compared isomer or geometry (same formula, charge and spin): 0.696 eV
largest force on an atom: 2.74 eV/Å
HOMO: -0.36475 hartree
E_tot: -380.31107 a.u.

Here are the Löwdin charges for atoms 1 to 5, given in e: -0.234, 0.055, -0.598, 0.130, 0.043

=====

(3)
DFT (ωB97M-V/def2-TZVPD) results for a cluster of 2 separate species, C3H10N2O2 in total.

Structure (XYZ):
```
17
Properties=species:S:1:pos:R:3
C -0.1694 2.5180 0.5182
N -0.5107 1.0495 0.2694
C 0.6308 0.1371 0.3121
C 0.3189 -1.1687 1.0100
N 0.4412 -2.3450 0.3254
O 0.3256 -1.2596 2.1744
H -0.3583 2.6833 1.6208
H -0.9591 3.0622 0.0641
H 0.7664 2.7209 0.0236
H -1.2963 0.7933 0.8433
H 1.4144 0.6669 0.7035
H 0.9130 -0.1361 -0.7213
H 0.4683 -2.2399 -0.7105
H 0.3721 -3.2517 0.7317
H -0.6871 -0.2898 -2.5930
H -1.2756 -1.6940 -2.2431
O -0.3943 -1.2462 -2.3288
```

Output
SMILES string: CNCC(N)=O.O
LUMO level: 0.63 eV
energy relative to the best compared isomer or geometry (same formula, charge and spin): 2.069 eV
largest force on an atom: 5.56 eV/Å
HOMO: -0.31304 hartree
E_tot: -380.26061 a.u.

Here are the Löwdin charges for atoms 1 to 5, given in e: -0.085, -0.119, -0.166, -0.570, 0.152

=====

(4)
DFT (ωB97M-V/def2-TZVPD) results for a cluster of 3 separate species, C3H10N2O2Si in total.

Structure (XYZ):
```
18
Properties=species:S:1:pos:R:3
C 2.5626 -1.3411 -1.1166
C -1.1964 -0.6445 -0.1319
C -2.2284 -0.6614 -0.9121
N -0.3807 -1.7191 0.2550
N 3.4067 1.9673 2.4639
O 2.2381 -1.7885 -2.1391
O 3.0106 -0.9645 -0.1153
Si -3.2269 0.8779 -1.1834
H -0.9032 0.3195 0.4928
H -2.3810 -1.7187 -1.2521
H -0.7671 -2.6054 0.2035
H 0.1292 -1.6944 1.0803
H 3.5789 1.0738 1.9977
H 2.4674 2.5119 2.0807
H 4.0326 2.6500 2.1822
H -2.7937 1.4378 -2.5472
H -2.8731 1.9056 -0.3057
H -4.6756 0.3936 -1.0527
```

Output
SMILES string: N/C=C/[SiH3].O=C=O.N
LUMO level: 0.46 eV
energy relative to the best compared isomer or geometry (same formula, charge and spin): 2.278 eV
largest force on an atom: 5.62 eV/Å
HOMO: -0.32416 hartree
E_tot: -669.74757 a.u.

Here are the Löwdin charges for atoms 1 to 5, given in e: -0.427, -0.353, -0.349, 0.058, -0.021

=====

(5)
DFT (ωB97M-V/def2-TZVPD) results for a cluster of 4 separate species, C3H10N2O3 in total.

Structure (XYZ):
```
18
Properties=species:S:1:pos:R:3
C 2.5242 -0.6308 0.2891
C 1.4113 -1.4676 0.4779
N 0.5020 -0.7386 1.1602
C 1.0265 0.4740 1.3843
N 2.2328 0.5901 0.8276
H 3.4441 -0.7891 -0.2392
H 1.3494 -2.5285 0.3465
H -0.5132 -0.9656 1.2710
H 0.4775 1.3756 1.6136
H -2.4560 -0.5167 0.3969
H -2.4011 0.0304 1.8280
O -2.2156 -0.7935 1.3374
H -1.4824 1.0367 -1.0348
H -2.2990 0.0959 -1.8771
O -2.2898 0.4903 -0.9932
H 0.6386 0.7895 -2.4240
H 0.1957 2.2203 -2.1085
O -0.1449 1.3276 -2.2558
```

Output
SMILES string: c1c[nH]cn1.O.O.O
LUMO level: 0.42 eV
energy relative to the best compared isomer or geometry (same formula, charge and spin): 0.770 eV
largest force on an atom: 2.17 eV/Å
HOMO: -0.31128 hartree
E_tot: -455.54332 a.u.

Here are the Löwdin charges for atoms 1 to 5, given in e: -0.172, -0.122, 0.028, -0.234, 0.013

=====

(6)
DFT (ωB97M-V/def2-TZVPD) results for a cluster of 4 separate species, C3H10N2O3 in total.

Structure (XYZ):
```
18
Properties=species:S:1:pos:R:3
C 1.8671 -2.2560 -0.8114
C 2.9398 -1.9459 -0.0329
N 2.4234 -1.4039 1.1081
C 1.0650 -1.4433 0.9895
N 0.6967 -1.9393 -0.1535
H 1.8570 -2.8278 -1.7209
H 3.9851 -2.0433 -0.2799
H 2.9188 -1.0897 1.9235
H 0.3988 -1.0148 1.7186
H -1.1852 1.7571 2.6218
H -0.4968 1.0296 1.5188
O -0.9397 0.8638 2.3583
H -2.0936 2.9998 0.1905
H -0.5870 3.1758 -0.2223
O -1.2104 3.2427 0.5071
H -4.1612 1.6752 -3.4080
H -3.9645 0.2592 -2.9124
O -3.5132 0.9607 -3.3948
```

Output
SMILES string: c1c[nH]cn1.O.O.O
LUMO level: 0.51 eV
energy relative to the best compared isomer or geometry (same formula, charge and spin): 1.069 eV
largest force on an atom: 0.78 eV/Å
HOMO: -0.32370 hartree
E_tot: -455.53232 a.u.

Here are the Löwdin charges for atoms 1 to 5, given in e: -0.170, -0.131, 0.043, -0.220, 0.044

=====

(7)
DFT (ωB97M-V/def2-TZVPD) results for a cluster of 2 separate species, C3H10N2O3 in total.

Structure (XYZ):
```
18
Properties=species:S:1:pos:R:3
C -0.3091 0.5429 -1.0411
C -0.2965 -0.9949 -0.8065
O 0.4120 -1.6757 -1.8245
N 0.1443 1.3865 0.0558
C 1.2085 1.0542 0.9212
N 2.1791 0.1793 0.4453
O 1.1236 1.5184 2.0390
H 0.0823 0.8551 -2.0024
H -1.3826 0.6620 -1.2591
H 0.1411 -1.3378 0.1385
H -1.3385 -1.2908 -0.6316
H 0.3222 -1.1853 -2.6353
H -0.5810 1.9220 0.4914
H 2.0838 -0.0876 -0.5250
H 2.0446 -0.6363 1.0270
H -2.1851 -1.0242 2.0261
H -1.6064 0.3543 2.1072
O -2.0421 -0.2420 1.4741
```

Output
SMILES string: NC(=O)NCCO.O
LUMO level: 0.50 eV
energy relative to the best compared isomer or geometry (same formula, charge and spin): 1.189 eV
largest force on an atom: 3.02 eV/Å
HOMO: -0.34981 hartree
E_tot: -455.52792 a.u.

Here are the Löwdin charges for atoms 1 to 5, given in e: -0.180, -0.275, -0.058, 0.053, -0.594

=====

(8)
DFT (ωB97M-V/def2-TZVPD) results for a cluster of 2 separate species, C3H10N2O3 in total.

Structure (XYZ):
```
18
Properties=species:S:1:pos:R:3
C -1.2080 -0.2780 -0.7342
C -2.3036 0.7703 -0.6491
C -0.3607 -0.4982 0.7500
O -0.2029 -1.8179 0.9795
O -0.5380 0.2577 1.6864
H 0.7469 -1.9794 1.1284
H -1.6746 -1.2613 -0.8438
H -0.6494 -0.2031 -1.6754
H -1.8902 1.7811 -0.5791
H -2.9197 0.6043 0.2399
H -2.9753 0.7186 -1.5115
N 1.5640 0.4675 -0.0633
N 2.4167 -0.6432 -0.0401
O 1.9604 1.5283 0.8144
H 1.4415 1.3123 1.6166
H 0.6254 0.6012 -0.6408
H 2.7071 -0.8616 -0.9941
H 3.2606 -0.4986 0.5162
```

Output
SMILES string: CCC(=O)O.NNO
LUMO level: 0.77 eV
energy relative to the best compared isomer or geometry (same formula, charge and spin): 5.437 eV
largest force on an atom: 4.22 eV/Å
HOMO: -0.29946 hartree
E_tot: -455.37181 a.u.

Here are the Löwdin charges for atoms 1 to 5, given in e: -0.156, -0.116, -0.529, 0.057, 0.046

=====

(9)
DFT (ωB97M-V/def2-TZVPD) results for a cluster of 2 separate species, C3H10N2O3 in total.

Structure (XYZ):
```
18
Properties=species:S:1:pos:R:3
N -0.7420 1.1931 1.4290
C -0.3024 0.3065 0.2348
C -1.3864 0.2461 -0.8314
O -2.3178 -0.7281 -0.4894
C 1.1073 0.6442 -0.3030
N 1.6113 1.9658 -0.1241
O 1.7586 -0.2181 -0.8094
H -0.0496 1.1038 2.1357
H -1.6977 0.9444 1.7100
H -0.4364 -0.8164 0.7128
H -0.8539 -0.0033 -1.8952
H -1.9819 1.0757 -0.9382
H -1.9351 -1.5494 -0.4659
H 2.5680 1.9840 -0.1496
H 1.0798 2.4833 0.4816
H 1.2495 -2.2651 -0.6463
H 1.5086 -3.3609 0.1711
O 0.8204 -3.0055 -0.2227
```

Output
SMILES string: NC(=O)[C@@H](N)CO.O
LUMO level: 0.79 eV
energy relative to the best compared isomer or geometry (same formula, charge and spin): 1.922 eV
largest force on an atom: 6.87 eV/Å
HOMO: -0.35679 hartree
E_tot: -455.50098 a.u.

Here are the Löwdin charges for atoms 1 to 5, given in e: 0.030, -0.244, -0.241, -0.033, -0.458

=====

(10)
DFT (ωB97M-V/def2-TZVPD) results for a cluster of 4 separate species, C3H10N2O3 in total.

Structure (XYZ):
```
18
Properties=species:S:1:pos:R:3
C 2.0988 -0.0810 -0.5327
C 1.0614 -0.6524 0.1546
N 0.6585 0.2827 1.0732
C 1.3883 1.4291 0.7954
N 2.3441 1.1806 -0.0747
H 2.6477 -0.6110 -1.3023
H 0.7934 -1.7016 0.0999
H -0.2734 0.1807 1.4523
H 1.1127 2.4552 1.0038
H -2.0723 -1.2792 1.1408
H -1.8612 -2.0179 2.4387
O -1.4831 -1.3292 1.9082
H -3.2356 1.7373 -0.4452
H -2.9151 0.7377 -1.4486
O -2.9312 0.8166 -0.4762
H -0.3666 -1.5877 -3.0067
H -0.3144 -0.8033 -1.6326
O -0.8409 -0.9805 -2.4380
```

Output
SMILES string: c1c[nH]cn1.O.O.O
LUMO level: 0.50 eV
energy relative to the best compared isomer or geometry (same formula, charge and spin): 1.181 eV
largest force on an atom: 1.38 eV/Å
HOMO: -0.31879 hartree
E_tot: -455.52820 a.u.

Here are the Löwdin charges for atoms 1 to 5, given in e: -0.181, -0.174, 0.058, -0.185, 0.039

=====

(11)
DFT (ωB97M-V/def2-TZVPD) results for a cluster of 2 separate species, C3H10N2O3P in total.

Structure (XYZ):
```
19
Properties=species:S:1:pos:R:3
C -0.7443 -2.5210 -0.0506
C 1.4255 -1.8600 0.9418
C 0.9606 1.9362 -0.1643
N 1.4685 0.8297 -0.8492
N 0.1628 -1.6662 0.8107
O -1.2890 0.5694 1.2280
O -1.3481 3.1749 0.8801
O -1.5068 1.5139 -1.1680
P -0.9064 1.7660 0.4111
H -0.7564 -3.5196 0.3362
H -1.7680 -2.0085 0.1760
H -0.5079 -2.2903 -1.0815
H 0.8684 2.7955 -0.7204
H 1.5601 -2.8825 0.5393
H 1.6903 2.1561 0.7344
H 0.9264 0.3744 -1.5959
H 1.7620 0.0009 -0.1976
H -0.2524 -0.7532 1.0559
H -1.7453 2.3842 -1.2859
```

Output
<S²>: 2.005
LUMO level (spin up / spin down): 3.79 / 2.31 eV
multiplicity: 3
charge: -1
largest force on an atom: 4.81 eV/Å
HOMO (spin up / spin down): -0.08106 / -0.15963 hartree
E_tot: -796.85094 a.u.

Here are the Löwdin charges for atoms 1 to 5, given in e: -0.075, -0.064, -0.363, -0.095, -0.234

=====

(12)
DFT (ωB97M-V/def2-TZVPD) results for a cluster of 2 separate species, C3H10N2O4PS in total.

Structure (XYZ):
```
21
Properties=species:S:1:pos:R:3
C -0.1466 2.4470 -1.0999
C -0.7669 -1.6369 -0.6338
C 0.5087 -2.1068 0.1843
N -2.2443 -0.0387 0.5110
N 0.0337 1.7851 0.1314
O -0.8556 1.5253 0.9023
O 2.6583 0.7562 1.7077
O -1.9522 -1.4408 0.2170
O 1.0492 -1.0293 1.0149
P 2.0019 0.0795 0.3878
S 2.9110 -0.3491 -1.3115
H -1.0763 2.0840 -1.4791
H 0.7784 2.1648 -1.6821
H -0.0743 3.5143 -0.8459
H -1.0756 -2.4285 -1.2066
H -0.7522 -0.6851 -1.2465
H 1.3489 -2.6040 -0.3499
H 0.2560 -2.8354 0.9631
H -2.6153 0.0301 1.4210
H -2.8552 0.4950 -0.0897
H 2.8685 0.2732 2.5046
```

Output
LUMO level (spin up / spin down): -5.75 / -5.75 eV
charge: +1
energy relative to the best compared isomer or geometry (same formula, charge and spin): 1.604 eV
largest force on an atom: 4.67 eV/Å
HOMO (spin up / spin down): -0.47620 / -0.47622 hartree
E_tot: -1269.87945 a.u.

Here are the Löwdin charges for atoms 1 to 5, given in e: -0.038, -0.104, -0.146, 0.059, -0.159

=====

(13)
DFT (ωB97M-V/def2-TZVPD) results for a structure of composition C3H10N2O7S3.

Structure (XYZ):
```
25
Properties=species:S:1:pos:R:3
C 2.6437 -0.7025 -1.6485
C -0.4561 2.6119 0.4921
C -2.4345 -1.5254 1.1070
N 1.5116 -0.8349 0.8546
N -0.6714 0.0453 -0.1456
O 3.9520 -0.0208 0.5860
O 2.1408 1.4395 -0.2546
O -2.1004 1.6569 -1.3506
O -2.6547 1.3077 0.9952
O -2.2497 -1.3757 -1.5633
O -0.4197 -2.3998 -0.3207
O 0.5177 -0.2351 1.2566
S 2.6943 0.1156 -0.0787
S -1.6485 1.3881 0.0075
S -1.4705 -1.3755 -0.3676
H 1.7319 -0.1361 -2.1580
H 3.5455 -0.3577 -2.2341
H 2.5488 -1.6933 -1.7200
H 0.1832 2.9791 -0.3420
H -1.0006 3.4906 0.8802
H -0.0215 1.9201 1.1321
H -3.2302 -0.6289 1.2485
H -2.8915 -2.4498 1.1876
H -1.6226 -1.3444 1.8879
H 1.4027 -1.8749 0.5484
```

Output
LUMO level (spin up / spin down): -2.06 / -2.07 eV
energy relative to the best compared isomer or geometry (same formula, charge and spin): 0.678 eV
largest force on an atom: 6.42 eV/Å
HOMO (spin up / spin down): -0.38228 / -0.38226 hartree
E_tot: -1950.80999 a.u.

Here are the Löwdin charges for atoms 1 to 5, given in e: -0.120, -0.116, -0.142, -0.157, -0.253

=====

(14)
DFT (ωB97M-V/def2-TZVPD) results for a cluster of 2 separate species, C3H10N2OP in total.

Structure (XYZ):
```
17
Properties=species:S:1:pos:R:3
C 2.2450 0.2174 -0.0801
C 3.4989 -0.3176 0.2681
C -1.1807 -0.0524 0.1013
N 1.2444 0.6474 -0.4442
N -2.0636 0.5486 1.2410
O -1.1346 1.0197 -0.8790
P -2.0273 -1.5805 -0.4625
H 3.3980 -1.0233 1.0944
H 3.9031 -0.8414 -0.6029
H 4.1906 0.4786 0.5499
H 0.2609 0.9510 -0.8360
H -1.5479 1.3121 1.6873
H -2.2219 -0.1979 1.9225
H -2.9721 0.9136 0.9258
H -1.7332 0.8894 -1.6301
H -1.0244 -1.9111 -1.3652
H -2.8352 -1.0537 -1.4903
```

Output
LUMO level: -2.85 eV
charge: +1
energy relative to the best compared isomer or geometry (same formula, charge and spin): 5.384 eV
largest force on an atom: 2.83 eV/Å
HOMO: -0.42010 hartree
E_tot: -646.03293 a.u.

Here are the Löwdin charges for atoms 1 to 5, given in e: -0.066, 0.003, -0.675, 0.313, 0.091